15
Properties=species:S:1:pos:R:3:forces:R:3:mulliken_charge:R:1 method="wB97M-V/def2-TZVPD" charge=0 smiles="C[C@]1(C(F)(F)F)C=CN=N1" max_force_ev_per_a=4.75 molar_mass_da=150.10 multiplicity=1 relative_energy_ev=1.866 homo_lumo_gap_ev=9.43
F -1.927 -0.781 0.761 -0.475 -0.009 0.457 -0.26
F -1.542 1.376 0.981 -1.060 -0.387 -0.350 -0.27
F -2.343 0.469 -0.888 -0.757 0.943 -0.582 -0.24
N 0.350 -1.950 -0.872 0.132 -2.387 0.392 -0.42
N -0.070 -0.889 -1.243 -0.492 2.340 -2.674 -0.31
C 0.607 1.508 -0.629 3.075 -1.485 0.681 -1.44
C 0.828 -1.939 0.486 0.192 -0.325 0.715 -0.29
C -0.021 0.189 -0.311 0.019 -2.904 3.758 1.08
C 0.740 -0.739 1.030 -0.648 2.155 -3.355 -0.56
C -1.534 0.316 0.122 2.824 0.039 0.870 0.74
H 1.219 -0.108 1.746 -0.197 -0.445 1.000 0.43
H 1.094 -2.957 0.810 0.260 0.979 0.217 0.46
H -0.047 2.213 -0.992 -1.415 1.574 -0.959 0.36
H 1.510 1.406 -1.249 -0.695 -0.271 -0.588 0.40
H 1.136 1.885 0.249 -0.762 0.183 0.418 0.34